Here is 4 unconnected molecules or ions with the total composition C3H14N2O3 from OMol25. Energies are from wB97M-V/def2-TZVPD.

Calculated values
SMILES ... C/C(N)=C/N.O.O.O
Orbital gap ... 8.430 eV
ΔE to the lowest compared entry with this formula, charge and spin ... 11.8 kJ/mol
F_max ... 0.807 eV/Å
HOMO ... -7.75 eV
Net charge ... 0
LUMO energy ... 0.7 eV

```
22
Properties=species:S:1:pos:R:3:mulliken_charge:R:1
C 1.00776 -0.74515 -2.29512 -1.46
C 0.65698 -0.07631 -0.99029 0.83
N 0.34732 -0.93383 0.07627 -0.62
C 0.63819 1.24249 -0.84776 -0.46
N 0.29410 1.91671 0.35312 -0.62
H 1.43171 -0.01545 -2.97594 0.37
H 0.11385 -1.21147 -2.71021 0.33
H 1.79831 -1.47430 -2.12251 0.35
H 0.08032 -1.86685 -0.17823 0.21
H -0.35388 -0.57430 0.69707 0.31
H 0.92987 1.86766 -1.67785 0.34
H 0.46837 1.36884 1.19497 0.21
H 0.76080 2.80206 0.45704 0.23
O -2.37039 0.94116 0.86497 -0.67
H -3.12613 1.51530 0.70950 0.29
H -1.60480 1.42147 0.49284 0.38
O 2.24054 -0.43896 2.30387 -0.69
H 2.71112 0.30463 1.92058 0.31
H 1.72588 -0.81586 1.56777 0.35
O -2.23582 -1.91369 0.98894 -0.64
H -3.09066 -2.34406 1.05309 0.31
H -2.42343 -0.97009 1.11787 0.34
```